The following is a quantum chemistry calculation of a structure of composition C3H5NO3 in a non-equilibrium geometry, from the Open Molecules 2025 dataset.

XYZ file:
```
12
Properties=species:S:1:pos:R:3:mulliken_charge:R:1
C -0.396 0.610 -1.171 -1.0838
C -0.785 -0.331 -0.055 0.8585
C 0.367 -1.635 -0.017 -0.0810
O 0.406 0.178 1.355 -0.2882
O 0.898 1.503 1.396 -0.3187
N 1.310 -1.386 0.706 -0.2593
O -1.895 -0.562 0.325 -0.5428
H 0.956 1.635 2.355 0.3306
H 0.105 -2.527 -0.575 0.3881
H -0.784 0.205 -2.107 0.3404
H -0.863 1.574 -0.973 0.2970
H 0.681 0.736 -1.239 0.3593
```

As for the maximum force: 1.14 eV/Å. Its energy above the lowest of the compared OMol25 structures with the same formula, charge and spin is 182.05 kcal/mol. Its net charge is 0. The calculation puts the LUMO energy (spin up / spin down) at -1.04 / -1.04 eV.

The following is a quantum chemistry calculation of the molecule C3H5NO3 in a non-equilibrium geometry, from the Open Molecules 2025 dataset.

XYZ file:
```
12
Properties=species:S:1:pos:R:3:mulliken_charge:R:1
O -1.683 -1.898 0.662 -0.4386
C -0.685 -1.350 1.037 0.0365
C -0.551 0.175 0.888 -0.4346
N -0.500 0.561 -0.508 -0.2151
C 0.627 0.812 -1.191 0.6398
O 1.768 0.501 -0.491 -0.4820
O 0.698 1.279 -2.295 -0.5781
H 0.142 -1.954 1.438 0.3524
H -1.357 0.716 1.372 0.3105
H 0.407 0.435 1.333 0.2792
H -1.286 0.381 -1.084 0.2207
H 2.420 0.342 -1.162 0.3094
```

As for the maximum force: 1.29 eV/Å. Its energy above the lowest of the compared OMol25 structures with the same formula, charge and spin is 25.17 kcal/mol. Its SMILES is O=CCNC(=O)O. Its net charge is 0. The calculation puts the LUMO energy at 0.53 eV.

The following is a quantum chemistry calculation of a cluster of 2 separate species, C3H5NO3 in total in a non-equilibrium geometry, from the Open Molecules 2025 dataset.

XYZ file:
```
12
Properties=species:S:1:pos:R:3:mulliken_charge:R:1
N 0.011 1.796 0.331 -0.5365
C 0.696 0.607 0.392 0.7437
O 0.915 -0.006 1.412 -0.4932
C 1.240 0.035 -0.849 -0.4717
O -0.295 -1.698 -0.693 -0.4465
C -1.284 -1.553 0.165 0.2106
O -1.415 -0.712 1.032 -0.4857
H -0.456 2.067 -0.525 0.2399
H -0.573 1.899 1.152 0.2792
H 1.473 0.705 -1.699 0.3181
H 1.819 -0.864 -0.760 0.2843
H -2.129 -2.277 0.043 0.3578
```

As for the maximum force: 1.22 eV/Å. Its energy above the lowest of the compared OMol25 structures with the same formula, charge and spin is 105.68 kcal/mol. Its net charge is 0. The calculation puts the LUMO energy (spin up / spin down) at -1.91 / -2.66 eV.

The following is a quantum chemistry calculation of the molecule C3H5NO3 in a non-equilibrium geometry, from the Open Molecules 2025 dataset.

XYZ file:
```
12
Properties=species:S:1:pos:R:3:mulliken_charge:R:1
C 1.545 1.382 -0.280 0.0324
N 0.711 0.274 -0.486 -0.1145
C -0.705 0.420 -0.486 -0.3822
C -1.266 -0.716 0.300 0.4881
O -1.782 -1.654 -0.630 -0.4540
O -0.879 -1.050 1.409 -0.4974
O 2.589 1.515 0.392 -0.5175
H 1.044 2.341 -0.691 0.2409
H 1.214 -0.585 -0.720 0.2430
H -1.019 0.374 -1.435 0.3100
H -1.153 1.407 -0.068 0.3395
H -1.933 -2.466 -0.250 0.3118
```

As for the maximum force: 4.63 eV/Å. Its energy above the lowest of the compared OMol25 structures with the same formula, charge and spin is 51.49 kcal/mol. Its SMILES is O=CNCC(=O)O. Its net charge is 0. The calculation puts the LUMO energy at 0.39 eV.

The following is a quantum chemistry calculation of the molecule C3H5NO3 in a non-equilibrium geometry, from the Open Molecules 2025 dataset.

XYZ file:
```
12
Properties=species:S:1:pos:R:3:mulliken_charge:R:1
C -1.174 1.224 -0.176 -0.0019
C -0.987 -0.239 -0.310 -0.5760
C 0.367 -0.820 0.552 -0.5943
N 1.562 -0.198 -0.071 0.9625
O -0.817 1.949 0.704 -0.4559
O 1.388 0.502 -1.036 -0.5481
O 2.641 -0.538 0.342 -0.5898
H -1.632 1.777 -1.000 0.3745
H -1.793 -0.648 0.162 0.4073
H -0.594 -0.599 -1.325 0.3334
H 0.529 -1.831 0.466 0.3880
H 0.510 -0.580 1.692 0.3004
```

As for the maximum force: 6.13 eV/Å. Its energy above the lowest of the compared OMol25 structures with the same formula, charge and spin is 124.77 kcal/mol. Its SMILES is O=CCC[N+](=O)[O-]. Its net charge is 0. The calculation puts the LUMO energy at 0.26 eV.

The following is a quantum chemistry calculation of the ion C3H5NO3S with charge -2 in a non-equilibrium geometry, from the Open Molecules 2025 dataset.

XYZ file:
```
13
Properties=species:S:1:pos:R:3:mulliken_charge:R:1
C 0.315 0.882 -0.391 -0.4493
C -0.103 1.080 1.084 -0.5513
C -0.448 -0.470 -0.248 -0.2107
N -0.546 -0.354 1.193 -0.1581
O -1.897 -0.366 1.733 -0.9008
O 0.067 -2.204 -2.156 -0.6888
O 1.938 -1.213 -0.996 -0.6923
S 0.652 -1.900 -0.813 0.3220
H 0.077 1.727 -1.198 0.2168
H 1.365 0.542 -0.362 0.2596
H 0.837 1.301 1.681 0.2024
H -0.903 1.757 1.412 0.3834
H -1.353 -0.782 -0.939 0.2670
```

As for the maximum force: 3.01 eV/Å. Its energy above the lowest of the compared OMol25 structures with the same formula, charge and spin is 23.20 kcal/mol. Its net charge is -2. The calculation puts the LUMO energy at 6.57 eV.

Q: Which value of energy above the lowest of the compared OMol25 structures with the same formula, charge and spin does entry 4 give?
A: 51.49 kcal/mol

What did the fourth record say?
The following is a quantum chemistry calculation of the molecule C3H5NO3 in a non-equilibrium geometry, from the Open Molecules 2025 dataset.

XYZ file:
```
12
Properties=species:S:1:pos:R:3:mulliken_charge:R:1
C 1.545 1.382 -0.280 0.0324
N 0.711 0.274 -0.486 -0.1145
C -0.705 0.420 -0.486 -0.3822
C -1.266 -0.716 0.300 0.4881
O -1.782 -1.654 -0.630 -0.4540
O -0.879 -1.050 1.409 -0.4974
O 2.589 1.515 0.392 -0.5175
H 1.044 2.341 -0.691 0.2409
H 1.214 -0.585 -0.720 0.2430
H -1.019 0.374 -1.435 0.3100
H -1.153 1.407 -0.068 0.3395
H -1.933 -2.466 -0.250 0.3118
```

As for the maximum force: 4.63 eV/Å. Its energy above the lowest of the compared OMol25 structures with the same formula, charge and spin is 51.49 kcal/mol. Its SMILES is O=CNCC(=O)O. Its net charge is 0. The calculation puts the LUMO energy at 0.39 eV.

Q: Among the records above, which one has the lowest maximum force?
A: number 1

Q: Look up the net charge of the fourth one.
A: 0